[1]
Below is CH2Cl2NO3P in the gas phase at a distorted geometry, with properties calculated with wB97M-V/def2-TZVPD.

```
10
Properties=species:S:1:pos:R:3:forces:R:3
C -1.802 -0.412 0.056 -2.4009 -4.0868 -2.4112
P -0.233 -0.854 -0.081 -0.7207 0.2327 0.1898
Cl 0.160 -2.591 0.813 0.0560 -0.4897 -0.0995
Cl 0.936 -1.048 -1.743 0.1019 -0.0974 -0.4030
O 0.570 0.179 0.777 1.3032 1.4667 0.8504
N 1.505 1.458 0.291 -1.4115 -1.5628 -0.8920
O 1.063 2.029 -0.626 -0.0585 0.1572 0.1221
O 2.416 1.500 0.988 0.8534 0.3335 0.7191
H -2.725 -0.850 -0.556 2.3840 0.4147 1.6088
H -1.890 0.589 0.082 -0.1069 3.6321 0.3155
```
Forces are in eV/Å.

Results
HOMO (spin up / spin down)	-8.65 / -8.65	eV
net charge	0
calculated total energy	-43031.18586	eV

Here are the Mulliken charges for atoms 1 to 2, given in e: -0.679 0.741


[2]
Below is CH2Cl3N in the gas phase at a distorted geometry, with properties calculated with wB97M-V/def2-TZVPD.

```
7
Properties=species:S:1:pos:R:3:forces:R:3
N 0.299 0.081 0.183 3.0186 1.2725 -4.0430
C 1.723 0.076 -0.043 -1.9239 -1.6298 0.1779
Cl 2.480 1.403 0.713 0.5299 0.5131 0.8624
Cl 2.465 -1.616 0.701 -0.3968 1.6042 -0.8819
Cl 2.001 0.185 -1.780 0.1550 -0.5988 0.0671
H 0.048 0.018 1.073 -0.9234 -0.1117 4.8918
H -0.173 -0.613 -0.324 -0.4594 -1.0495 -1.0743
```
Forces are in eV/Å.

Results
HOMO	-10.57	eV
net charge	0
calculated total energy	-40126.34787	eV

Here are the Mulliken charges for atoms 1 to 2, given in e: -0.508 0.498


[3]
Below is 2 unconnected molecules or ions with the total composition CH2Cl3OPS2 at a distorted geometry, with properties calculated with wB97M-V/def2-TZVPD.

```
10
Properties=species:S:1:pos:R:3:forces:R:3
C -0.398 -0.192 -1.567 0.7212 0.0810 1.0088
O 0.970 1.212 0.655 -0.7049 -0.8767 -0.4470
P 0.581 -0.332 0.258 0.2551 0.1171 -0.7835
S 2.264 -1.192 -0.130 -0.1169 -0.4679 0.2064
S -1.472 -0.210 3.159 1.0155 -0.4169 -0.0714
Cl -0.293 -1.674 -2.459 0.2343 -0.5171 0.0749
Cl 0.440 1.091 -2.368 0.8682 0.7448 -0.7319
Cl -2.051 0.297 -1.469 -1.0868 0.0886 0.7338
H 0.205 1.730 0.396 -0.3343 0.8716 0.2192
H -0.245 -0.730 3.526 -0.8513 0.3755 -0.2094
```
Forces are in eV/Å.

Results
HOMO (spin up / spin down)	-9.88 / -9.25	eV
net charge	0
calculated total energy	-71641.42572	eV

Here are the Mulliken charges for atoms 1 to 2, given in e: 0.096 -0.395


[4]
Below is CH2ClFO2 in the gas phase at a distorted geometry, with properties calculated with wB97M-V/def2-TZVPD.

```
7
Properties=species:S:1:pos:R:3:forces:R:3
F -0.634 -2.555 0.304 0.0903 1.1228 -0.1253
O -0.511 -1.418 -0.586 0.0140 -1.7664 -0.3828
C -0.322 -0.264 0.060 -4.3135 0.2986 1.2426
O -1.533 0.347 0.714 0.2969 -0.6876 -0.6121
Cl -2.998 0.388 -0.181 1.1854 -0.1510 0.1845
H -0.013 0.359 -0.685 0.7986 1.7935 -2.3955
H 0.290 -0.175 0.874 1.9284 -0.6098 2.0886
```
Forces are in eV/Å.

Results
HOMO	-10.58	eV
net charge	0
calculated total energy	-20398.32029	eV

Here are the Mulliken charges for atoms 1 to 2, given in e: -0.149 -0.110


[5]
Below is CH2ClN2OP in the gas phase at a distorted geometry, with properties calculated with wB97M-V/def2-TZVPD.

```
8
Properties=species:S:1:pos:R:3:forces:R:3
C -1.044 0.137 0.050 -1.1476 2.9137 0.7657
N -0.765 -0.890 0.893 2.0412 -1.5524 -0.0473
N 1.099 -1.548 0.041 -1.2044 -0.4821 1.2013
O 0.009 0.519 -0.903 -1.7402 0.7377 0.0966
P 1.392 -0.240 -0.792 0.7408 0.3561 0.3819
Cl 2.627 1.019 0.385 -0.4291 -0.3282 -0.4424
H -2.034 -0.118 -0.431 1.0223 0.4140 -0.2659
H -1.283 1.122 0.756 0.7170 -2.0587 -1.6901
```
Forces are in eV/Å.

Results
HOMO (spin up / spin down)	-10.13 / -10.18	eV
⟨S²⟩	2.22
multiplicity	3
net charge	0
calculated total energy	-27902.67346	eV

Here are the Mulliken charges for atoms 1 to 2, given in e: 0.032 -0.280


[6]
Below is CH2ClNO in the gas phase at a distorted geometry, with properties calculated with wB97M-V/def2-TZVPD.

```
6
Properties=species:S:1:pos:R:3:forces:R:3
Cl 3.086 -0.382 -0.143 -0.9375 0.5749 -0.2736
N 1.635 0.455 0.586 2.3733 -1.0835 1.4828
C 0.407 0.272 -0.043 -2.9919 0.0799 6.4528
O 1.061 1.473 -0.152 -0.0735 1.6942 -0.8038
H 0.267 -0.254 -0.871 -0.4109 -2.3142 -3.4687
H -0.443 0.063 0.936 2.0405 1.0487 -3.3895
```
Forces are in eV/Å.

Results
HOMO	-10.32	eV
net charge	0
calculated total energy	-17124.74902	eV

Here are the Mulliken charges for atoms 1 to 2, given in e: -0.121 -0.130


[7]
Below is a molecular structure, CH2ClNO at a distorted geometry, with properties calculated with wB97M-V/def2-TZVPD.

```
6
Properties=species:S:1:pos:R:3:forces:R:3
C 0.049 0.279 0.042 2.3240 1.5322 1.0624
N -1.035 -0.442 0.349 1.0137 -6.7831 -3.9877
O -0.653 -1.946 -0.537 -1.6973 6.4478 3.9100
Cl 0.038 2.088 0.173 -0.4994 -0.6675 0.2146
H 0.726 0.088 -0.757 -0.2755 -0.6530 -1.7981
H 0.875 -0.068 0.731 -0.8655 0.1236 0.5989
```
Forces are in eV/Å.

Results
HOMO (spin up / spin down)	-11.02 / -10.93	eV
net charge	0
calculated total energy	-17121.70818	eV

Here are the Mulliken charges for atoms 1 to 2, given in e: -0.180 -0.067


[8]
Below is 2 unconnected molecules or ions with the total composition CH2ClNO2S at a distorted geometry, with properties calculated with wB97M-V/def2-TZVPD.

```
8
Properties=species:S:1:pos:R:3:forces:R:3
N -0.519 0.018 -1.570 -0.0694 -1.0101 -0.6635
C -0.355 1.109 -1.128 0.3003 -0.0043 -0.2945
O -0.020 2.183 -0.862 0.1797 1.2598 0.4745
H -1.086 -0.760 -1.320 -0.2575 -0.1120 0.2650
O 0.200 0.551 2.365 -0.0960 0.0643 0.1556
S -1.307 0.725 1.775 0.1484 -0.0640 0.1871
Cl -1.805 -1.176 1.249 -0.0676 -0.1331 0.0579
H 0.871 0.683 1.681 -0.1379 -0.0005 -0.1821
```
Forces are in eV/Å.

Results
HOMO	-9.49	eV
net charge	0
calculated total energy	-30011.53260	eV

Here are the Mulliken charges for atoms 1 to 2, given in e: -0.437 0.575


[9]
Below is 2 unconnected molecules or ions with the total composition CH2ClNOS at a distorted geometry, with properties calculated with wB97M-V/def2-TZVPD.

```
7
Properties=species:S:1:pos:R:3:forces:R:3
C -0.962 0.025 1.079 -0.2524 1.7916 -1.2276
N 0.146 0.545 -1.062 -0.8640 0.3132 1.0340
O -1.624 0.887 1.523 0.6051 -1.3001 0.1120
S 1.636 -0.230 -1.064 -1.7588 0.3868 -0.0056
Cl -0.165 -1.374 1.683 -0.0402 -0.4011 0.6322
H -0.026 1.476 -0.593 1.4317 -1.0966 -0.6352
H 0.995 -1.329 -1.566 0.8785 0.3061 0.0904
```
Forces are in eV/Å.

Results
HOMO (spin up / spin down)	-8.49 / -8.65	eV
net charge	0
calculated total energy	-27960.94934	eV

Here are the Mulliken charges for atoms 1 to 2, given in e: 0.396 -0.435


[10]
Below is 2 unconnected molecules or ions with the total composition CH2ClO2P at a distorted geometry, with properties calculated with wB97M-V/def2-TZVPD.

```
7
Properties=species:S:1:pos:R:3:forces:R:3
C 0.664 -0.141 0.085 0.0759 -1.3370 -1.2140
O -0.012 0.471 1.185 0.7997 1.9516 0.0867
O 0.333 0.839 -0.889 -0.9030 1.9135 0.9306
P -0.632 1.651 0.209 1.4730 -4.4306 -0.8828
Cl -2.163 -1.332 -0.467 0.2168 0.8510 0.1460
H 1.765 -0.450 -0.037 -1.3696 1.1277 1.3093
H 0.045 -1.038 -0.087 -0.2928 -0.0763 -0.3758
```
Forces are in eV/Å.

Results
HOMO (spin up / spin down)	-8.72 / -8.72	eV
net charge	0
calculated total energy	-26973.24132	eV

Here are the Mulliken charges for atoms 1 to 2, given in e: -0.019 -0.196


[11]
Below is 2 unconnected molecules or ions with the total composition CH2ClO2P at a distorted geometry, with properties calculated with wB97M-V/def2-TZVPD.

```
7
Properties=species:S:1:pos:R:3:forces:R:3
C -1.283 -0.288 -0.572 3.9156 1.8803 3.1321
O -1.486 -0.373 0.564 -0.4029 -0.4404 -0.6962
O 0.601 0.540 -0.816 -3.9543 -1.2185 -1.6916
P 1.567 0.505 0.373 1.9317 -0.7883 2.1998
Cl -1.930 -0.396 -2.007 -0.9690 -0.2771 -2.2376
H 1.646 -0.883 0.892 -0.1828 0.7204 -0.5386
H 0.885 0.895 1.565 -0.3383 0.1237 -0.1680
```
Forces are in eV/Å.

Results
HOMO (spin up / spin down)	-8.09 / -8.09	eV
net charge	0
calculated total energy	-26972.70260	eV

Here are the Mulliken charges for atoms 1 to 2, given in e: 0.715 -0.277


[12]
Below is 2 unconnected molecules or ions with the total composition CH2ClO3S at a distorted geometry, with properties calculated with wB97M-V/def2-TZVPD.

```
8
Properties=species:S:1:pos:R:3:forces:R:3
C -0.490 2.125 0.259 -0.1168 -0.9146 0.4650
O 2.338 -0.106 -2.148 1.0549 0.1154 1.0012
O 1.375 -1.646 -3.806 0.3354 1.0224 -0.1591
O 1.627 0.824 -4.283 0.3443 0.4057 -1.0626
S 1.479 -0.242 -3.306 -1.7502 -1.5130 0.2368
Cl -0.092 0.640 1.063 -0.4541 1.0083 -0.6260
H -1.441 2.293 -0.216 -0.0913 -0.5040 0.0740
H 0.222 2.905 0.304 0.6778 0.3798 0.0706
```
Forces are in eV/Å.

Results
HOMO (spin up / spin down)	-2.94 / -4.94	eV
net charge	-1
calculated total energy	-30568.36083	eV

Here are the Mulliken charges for atoms 1 to 2, given in e: -0.527 -0.496